Entry from the OMol25 dataset: C27H28N8NiO6S3 as an isolated structure (ωB97M-V with the def2-TZVPD basis set).

Output
Multiplicity ... 3
Expectation value of S² ... 2.01
LUMO (alpha / beta) ... 4.14 / 4.14 eV
Charge ... -2
HOMO-LUMO gap (alpha / beta) ... 5.492 / 5.490 eV

The geometry in XYZ format:
```
73
Properties=species:S:1:pos:R:3:forces:R:3
Ni -0.288 -0.256 -0.053 0.07 0.51 -0.38
C -0.098 2.543 3.188 0.18 -0.12 -0.09
C 0.212 1.513 2.144 -0.72 0.85 -0.35
N -0.314 1.554 0.970 0.19 -0.69 0.09
N -1.135 2.573 0.646 -0.22 1.08 0.42
C -1.863 2.410 -0.422 0.15 -0.63 -0.14
N -2.729 3.450 -0.739 0.05 0.14 0.08
S -1.919 1.054 -1.461 -0.04 -0.16 -0.10
C 1.043 0.351 2.441 0.68 -0.31 0.02
C 1.675 0.152 3.671 -0.30 0.17 -0.17
C 2.385 -1.010 3.879 0.15 -0.07 -0.16
C 2.489 -1.929 2.848 -0.02 0.05 -0.01
C 1.860 -1.640 1.646 0.52 0.08 0.10
N 1.201 -0.514 1.433 -0.56 -0.52 0.40
H -0.498 3.434 2.710 -0.01 -0.05 0.02
H 0.792 2.799 3.762 0.03 0.02 0.08
H -0.850 2.125 3.859 -0.03 -0.02 0.09
H -2.423 4.356 -0.416 0.02 -0.03 0.04
H -3.023 3.409 -1.701 0.02 0.07 0.03
H 1.541 0.867 4.469 -0.03 0.03 0.02
H 2.858 -1.202 4.836 -0.05 0.01 -0.01
H 3.020 -2.863 2.974 -0.01 -0.02 -0.03
H 1.955 -2.313 0.804 -0.20 -0.07 -0.01
O 3.104 0.861 0.039 -0.03 -0.03 0.01
C 2.661 0.460 -1.016 0.19 0.18 -0.12
N 3.500 0.156 -2.088 0.28 -0.20 -0.32
C 2.763 0.076 -3.317 -0.27 -0.02 0.21
C 1.300 0.132 -2.725 0.49 0.18 -0.04
O 0.323 0.086 -3.465 -0.01 -0.18 -0.07
N 1.350 0.264 -1.402 -0.32 -0.04 0.22
C 3.007 1.240 -4.266 0.08 0.33 -0.07
C 2.073 1.564 -5.251 0.05 -0.04 0.05
C 2.295 2.621 -6.114 0.10 0.10 -0.11
C 3.458 3.375 -6.028 0.01 -0.01 0.02
C 4.387 3.069 -5.046 0.05 0.11 -0.13
C 4.164 2.014 -4.178 -0.12 -0.18 0.03
C 3.004 -1.231 -4.062 0.07 -0.26 -0.07
C 2.036 -1.800 -4.887 0.01 0.07 0.03
C 2.298 -2.969 -5.580 0.12 -0.13 -0.09
C 3.534 -3.589 -5.477 0.00 0.01 0.01
C 4.499 -3.037 -4.648 0.08 -0.10 -0.08
C 4.235 -1.873 -3.947 -0.10 0.14 -0.02
H 4.450 0.477 -2.035 -0.06 0.10 0.07
H 1.151 1.007 -5.302 -0.03 -0.06 0.01
H 1.549 2.870 -6.858 -0.04 -0.02 -0.03
H 3.635 4.194 -6.714 -0.02 0.04 0.01
H 5.289 3.663 -4.949 0.01 -0.03 -0.01
H 4.907 1.805 -3.421 0.00 0.02 0.04
H 1.065 -1.334 -4.956 -0.04 0.05 0.01
H 1.533 -3.409 -6.207 -0.06 0.03 -0.01
H 3.744 -4.494 -6.033 -0.01 -0.04 0.02
H 5.464 -3.521 -4.547 0.00 0.02 0.02
H 4.994 -1.457 -3.298 0.00 -0.01 0.06
O -0.598 -2.741 1.991 0.29 0.35 -0.19
S -1.619 -1.702 2.250 -1.73 -0.69 0.95
O -2.919 -2.333 2.518 -0.05 -0.05 -0.06
O -1.837 -0.814 1.021 0.64 -0.23 0.32
O -1.224 -0.852 3.388 0.44 0.43 -0.06
C -1.809 -5.279 -2.005 0.01 -0.04 0.06
N -1.932 -3.990 -2.611 0.17 0.21 -0.06
C -2.314 -3.842 -3.996 -0.04 -0.07 -0.03
C -2.173 -2.328 -4.233 -0.18 0.12 -0.16
N -1.518 -1.875 -3.034 0.03 -0.18 0.09
C -1.286 -2.862 -2.154 -0.02 0.16 0.05
S -0.465 -2.754 -0.713 0.08 -0.20 -0.52
H -2.762 -5.813 -2.077 0.03 0.01 0.04
H -1.551 -5.122 -0.958 -0.02 -0.10 0.03
H -1.029 -5.895 -2.477 0.02 0.05 -0.01
H -3.336 -4.203 -4.153 0.04 0.04 -0.05
H -1.649 -4.424 -4.656 -0.02 0.04 0.06
H -3.147 -1.842 -4.367 0.05 -0.05 0.03
H -1.566 -2.107 -5.117 -0.05 -0.02 -0.01
H -1.072 -0.964 -2.946 0.07 -0.09 -0.09
```
Positions in Å, forces in eV/Å.

***

Entry from the OMol25 dataset: C25H35ClOS3Y as an isolated structure (ωB97M-V with the def2-TZVPD basis set).

Output
ΔE to the lowest compared entry with this formula, charge and spin ... 71.5 kJ/mol
LUMO ... -3.21 eV
Charge ... +1
HOMO-LUMO gap ... 6.900 eV

The geometry in XYZ format:
```
66
Properties=species:S:1:pos:R:3:forces:R:3
Y -0.747 0.340 -0.108 -1.90 3.25 0.11
C -0.130 5.367 -0.131 -0.08 0.12 -0.51
C 1.174 4.614 0.075 -0.43 -0.34 0.30
S 1.090 2.775 -0.017 0.20 0.02 -0.29
C 1.747 2.354 -1.673 -0.25 0.06 0.36
C 0.849 2.730 -2.832 -0.21 -0.25 -0.14
S -0.823 1.963 -2.770 0.11 0.30 -0.03
C -1.875 3.413 -3.161 0.07 -0.37 0.36
C -2.060 4.409 -2.035 0.31 0.45 0.00
S -0.639 5.569 -1.872 -0.33 -0.07 0.30
H -0.002 6.388 0.232 0.00 -0.12 0.14
H -0.954 4.905 0.409 0.03 0.08 0.14
H 1.519 4.797 1.093 0.13 0.01 -0.04
H 1.942 4.946 -0.620 0.08 -0.11 -0.02
H 1.918 1.273 -1.639 0.13 0.14 0.06
H 2.706 2.866 -1.767 0.04 -0.15 -0.05
H 1.303 2.395 -3.765 0.05 0.06 0.00
H 0.684 3.806 -2.855 0.09 -0.15 -0.11
H -2.838 2.988 -3.445 0.02 -0.03 -0.06
H -1.437 3.889 -4.038 -0.05 -0.10 -0.06
H -2.215 3.916 -1.075 -0.08 0.01 -0.04
H -2.926 5.032 -2.258 -0.07 -0.08 0.06
Cl -1.273 -3.140 6.301 0.06 -0.17 0.19
C -1.553 -2.172 4.903 0.01 0.16 -0.20
C -1.032 -0.887 4.841 -0.03 -0.13 0.06
C -1.293 -0.101 3.737 -0.04 -0.14 -0.10
C -2.068 -0.572 2.676 -0.29 0.29 -0.07
C -2.413 0.331 1.533 -0.12 -0.46 0.30
C -2.549 -1.879 2.746 0.21 0.11 -0.02
C -2.301 -2.672 3.849 0.12 -0.07 0.14
H -0.443 -0.501 5.657 0.06 -0.01 0.14
H -0.891 0.903 3.701 -0.03 0.13 0.03
H -2.555 1.338 1.944 0.00 0.15 -0.20
H -3.382 0.016 1.129 -0.05 0.11 -0.09
H -3.145 -2.278 1.938 -0.14 -0.01 -0.09
H -2.703 -3.670 3.897 -0.03 -0.16 0.07
C -0.396 -1.559 -3.342 -0.10 -0.16 0.14
C -0.624 -2.742 -2.403 0.05 0.25 0.09
C -1.923 -2.583 -1.605 0.32 -0.08 -0.21
C 0.541 -3.018 -1.475 0.09 0.52 0.18
C 1.061 -4.302 -1.464 0.15 -0.01 0.20
C 2.087 -4.656 -0.610 0.00 -0.03 0.02
C 2.582 -3.723 0.284 -0.10 -0.18 -0.12
C 2.096 -2.429 0.318 -0.31 0.40 -0.22
C 2.612 -1.487 1.387 -0.21 0.15 -0.10
C 1.504 -1.243 2.414 0.31 -0.03 -0.22
C 3.130 -0.152 0.853 -0.09 -0.14 0.08
C 1.084 -2.048 -0.596 1.30 -2.40 -0.20
O 0.684 -0.778 -0.654 1.12 -0.90 -0.42
H -1.252 -1.431 -4.003 -0.05 0.09 -0.08
H 0.487 -1.733 -3.950 0.13 0.09 -0.10
H -0.245 -0.634 -2.778 0.00 -0.21 -0.29
H -0.739 -3.636 -3.027 -0.05 0.09 0.11
H -1.938 -1.611 -1.063 -0.24 -0.29 -0.06
H -2.015 -3.387 -0.877 -0.09 0.15 0.16
H -2.786 -2.615 -2.269 -0.11 0.22 0.08
H 0.647 -5.040 -2.134 -0.04 -0.08 -0.12
H 2.487 -5.655 -0.632 0.06 -0.16 0.02
H 3.359 -4.011 0.977 0.09 0.01 0.08
H 3.442 -1.996 1.889 -0.11 0.02 -0.04
H 0.646 -0.753 1.920 0.14 -0.14 0.32
H 1.858 -0.596 3.214 -0.10 0.13 0.08
H 1.163 -2.179 2.848 -0.22 0.00 0.04
H 2.291 0.517 0.639 0.34 -0.06 0.02
H 3.709 -0.302 -0.054 0.09 0.10 -0.14
H 3.764 0.329 1.595 0.03 0.09 0.04
```
Positions in Å, forces in eV/Å.

***

Entry from the OMol25 dataset: an isolated ion of composition C2H6N3O2S and charge +1 (ωB97M-V with the def2-TZVPD basis set).

Output
Multiplicity ... 3
Expectation value of S² ... 2.02
LUMO (alpha / beta) ... -5.55 / -7.62 eV
Charge ... +1
HOMO-LUMO gap (alpha / beta) ... 6.554 / 6.613 eV

The geometry in XYZ format:
```
14
Properties=species:S:1:pos:R:3:forces:R:3
C 0.830 1.377 -1.038 2.63 0.74 0.23
C -1.184 -1.265 1.817 -0.38 0.27 -1.79
N 1.168 1.893 -2.150 -0.16 -1.01 1.19
N 1.061 -1.653 0.584 -0.52 0.04 0.64
N -0.306 1.142 -0.325 -0.94 -0.12 -0.69
O -0.720 1.665 0.712 0.31 1.27 1.31
O -0.757 0.018 -0.795 -1.47 -1.48 -1.14
S -0.434 -1.691 0.244 1.45 -0.36 0.20
H -0.583 -1.477 2.625 2.04 -0.32 1.45
H -2.022 -1.895 1.945 -1.34 -0.41 -0.28
H -1.414 -0.231 1.758 -0.58 0.83 0.19
H 0.566 2.378 -2.763 -1.37 0.71 -0.99
H 2.104 1.757 -2.493 0.57 0.03 0.08
H 1.692 -2.017 -0.121 -0.26 -0.18 -0.41
```
Positions in Å, forces in eV/Å.

***

| no. | F_max (Eh/bohr) |
| --- | --- |
| 1 | 0.0406 |
| 2 | 0.0732 |
| 3 | 0.0533 |